Entry a
ORCA calculation (ωB97M-V/def2-TZVPD) on the molecule CH3INP.

Geometry as XYZ:
```
7
Properties=species:S:1:pos:R:3:lowdin_charge:R:1
H -1.7543 -1.9619 0.2388 -0.158
P -1.8794 -0.6268 -0.0585 0.820
N -0.3201 -0.5219 -0.0500 -0.499
C 0.4346 0.6529 -0.0190 -0.710
I 2.5843 0.0115 -0.0426 0.563
H 0.4653 1.1975 -0.8789 -0.013
H 0.4696 1.2488 0.8103 -0.003
```

Properties
SMILES	[H]/P=N/CI
E_LUMO	-0.0333	hartree
HOMO	-8.9539	eV

=====

Entry b
ORCA calculation (ωB97M-V/def2-TZVPD) on a cluster of 2 separate species, CH3INP in total.

Geometry as XYZ:
```
7
Properties=species:S:1:pos:R:3:lowdin_charge:R:1
C 0.3842 1.1866 -0.4961 -0.009
N 0.9334 0.3079 0.1020 -0.510
P 2.0912 -0.4529 0.9398 0.709
I -3.2104 -1.0612 0.5518 0.495
H -2.2020 -0.0812 -0.0032 -0.496
H -0.5701 1.1314 -0.8518 -0.012
H 2.5737 -1.0306 -0.2424 -0.177
```

Properties
E_LUMO	-0.0119	hartree
HOMO	-8.0606	eV

=====

entry a comes first in stability; the runner-up is 115.7 kJ/mol higher.

=====

Entry a
ORCA calculation (ωB97M-V/def2-TZVPD) on a cluster of 2 separate species, C5H10NO2 in total.

Geometry as XYZ:
```
18
Properties=species:S:1:pos:R:3:lowdin_charge:R:1
C -0.1861 -0.5441 -0.2420 -0.118
C -0.4585 0.1610 0.8215 -0.443
C 2.0390 0.0083 -1.8399 -0.065
C -1.6718 0.0301 1.7365 -0.031
C 2.1921 1.2708 -1.2633 0.015
N -1.2433 -1.4334 -0.6812 0.123
O 2.1546 -1.0543 -2.2795 0.294
O 0.5233 1.0327 1.3329 -0.042
H -2.5494 0.1640 0.9973 0.100
H -1.7643 0.6448 2.6579 0.098
H -1.7027 -1.0554 2.0447 0.096
H 2.5391 1.9941 -2.1167 0.175
H 3.0181 1.2189 -0.5346 0.145
H 1.3121 1.5909 -0.6693 0.097
H -1.3803 -1.3757 -1.6686 0.143
H -2.1533 -1.1504 -0.2661 0.131
H -1.2847 -2.3828 -0.3249 0.166
H 0.6161 0.8802 2.2952 0.117
```

Properties
net charge	+1
E_LUMO	-0.1515	hartree
HOMO	-12.0106	eV

=====

Entry b
ORCA calculation (ωB97M-V/def2-TZVPD) on the ion C5H10NO2 with charge +1.

Geometry as XYZ:
```
18
Properties=species:S:1:pos:R:3:lowdin_charge:R:1
C 0.1676 -0.4265 -0.8736 -0.051
C 1.2028 0.2942 -0.5516 -0.363
C -1.9601 -0.0347 0.1686 -0.292
C 2.5779 -0.1516 -0.4424 -0.015
C -1.5916 -0.7427 1.4117 0.068
N 1.0256 1.6187 -0.0802 0.149
O -1.2101 -0.0092 -0.8704 0.113
O -3.2699 0.0918 -0.0531 0.225
H 0.1843 -1.4868 -1.3321 0.183
H 2.4933 -1.2336 -0.4748 0.092
H 3.0350 0.0687 0.4980 0.098
H 3.2324 0.1129 -1.2700 0.111
H -2.1848 -1.6633 1.4348 0.128
H -2.1833 -0.2876 2.2519 0.140
H -0.4977 -1.0062 1.4956 0.129
H 0.5467 2.2563 -0.6619 0.097
H 1.8226 2.0344 0.2052 0.050
H -3.3908 0.5653 -0.8556 0.139
```

Properties
net charge	+1
E_LUMO	-0.1745	hartree
HOMO	-13.2199	eV

=====

entry b comes first in stability; the runner-up is 255.3 kJ/mol higher.

=====

Entry a
ORCA calculation (ωB97M-V/def2-TZVPD) on the ion C5H10NO2 with charge +1.

Geometry as XYZ:
```
18
Properties=species:S:1:pos:R:3:lowdin_charge:R:1
N 0.3157 1.3501 -0.0051 0.134
C 0.9673 0.0659 -0.0788 -0.298
C 1.8642 -0.0152 -1.3247 -0.187
O 1.7406 0.8136 -2.2121 0.069
C -0.1423 -1.0360 -0.2255 -0.145
C -1.0087 -1.5191 0.9780 -0.135
C -1.9537 -0.4639 1.4844 -0.117
O -1.7101 0.7220 1.2801 0.060
H -0.6781 1.2844 0.6610 0.113
H 0.1044 1.8260 -0.8612 0.143
H 1.0132 1.9894 0.4943 0.199
H 1.5778 -0.1325 0.8912 0.195
H 2.5314 -1.0180 -1.5682 0.192
H -0.8975 -0.7760 -1.0874 0.171
H 0.3188 -2.0025 -0.6031 0.137
H -1.6646 -2.3710 0.6250 0.148
H -0.3199 -1.9862 1.7039 0.141
H -2.8008 -0.7399 2.2360 0.180
```

Properties
net charge	+1
SMILES	[NH3+][C@H](C=O)CCC=O
E_LUMO	-0.1508	hartree
HOMO	-14.4699	eV

=====

Entry b
ORCA calculation (ωB97M-V/def2-TZVPD) on the ion C5H10NO2 with charge +1.

Geometry as XYZ:
```
18
Properties=species:S:1:pos:R:3:lowdin_charge:R:1
C 1.2739 -2.2981 -0.1668 0.131
C 0.6052 -1.1812 0.0290 -0.274
N 0.2770 -0.7945 1.4361 0.228
C 0.4151 -0.0161 -0.9069 -0.121
C -0.9656 0.6186 -0.9431 -0.057
C -0.9534 1.8165 -0.0168 -0.528
O -0.5300 1.7111 1.1132 0.074
O -1.3572 2.9286 -0.5625 0.186
H 1.5208 -2.9302 0.6633 0.082
H 1.6455 -2.6476 -1.1023 0.089
H 0.8258 -1.2535 2.1661 0.176
H -0.7141 -0.9166 1.6733 0.180
H 0.4449 0.2120 1.5466 0.126
H 1.2421 0.6543 -0.6767 0.147
H 0.6366 -0.4408 -1.8753 0.130
H -1.2735 0.9217 -1.9299 0.129
H -1.7246 -0.0484 -0.5229 0.141
H -1.3684 3.6644 0.0757 0.161
```

Properties
net charge	+1
SMILES	C=C([NH3+])CCC(=O)O
E_LUMO	-0.1203	hartree
HOMO	-14.9553	eV

=====

entry b comes first in stability; the runner-up is 155.5 kJ/mol higher.

=====

Entry a
ORCA calculation (ωB97M-V/def2-TZVPD) on a cluster of 2 separate species, C5H10NO2 in total.

Geometry as XYZ:
```
18
Properties=species:S:1:pos:R:3:lowdin_charge:R:1
C 0.3714 0.6397 -0.5095 -0.070
C -0.7429 1.3113 1.6747 -0.038
C 1.6760 0.7192 1.3808 0.020
C -1.0494 -1.6790 -2.5664 -0.045
C 0.1658 0.4123 0.8755 -0.339
N -0.3085 -1.4092 -1.3840 -0.094
O 0.6506 1.2345 -1.4276 0.336
O -0.3412 -2.2993 -0.5174 0.056
H -0.5289 1.3276 2.7481 0.094
H -0.6291 2.4378 1.3107 0.152
H -1.8124 0.8442 1.4659 0.137
H 2.0704 -0.3320 1.7490 0.147
H 2.3484 1.0815 0.6980 0.050
H 1.6036 1.3903 2.2502 0.097
H -1.5566 -0.6415 -2.7966 0.145
H -1.7428 -2.4777 -2.6293 0.085
H -0.2628 -1.8669 -3.3329 0.126
H 0.0882 -0.6929 1.0108 0.141
```

Properties
net charge	+1
E_LUMO	-0.1939	hartree
HOMO	-14.5092	eV

=====

Entry b
ORCA calculation (ωB97M-V/def2-TZVPD) on the ion C5H10NO2 with charge +1.

Geometry as XYZ:
```
18
Properties=species:S:1:pos:R:3:lowdin_charge:R:1
C 0.9738 1.3254 -0.2101 0.024
C 0.1579 -0.0329 -0.2600 -0.193
C -1.1948 0.2520 -0.2057 -0.265
C -1.7121 1.4704 0.4349 0.007
C 0.9101 -2.2024 0.4746 -0.076
N 0.7268 -1.2283 -0.5707 -0.058
O -2.0648 -0.7023 -0.4793 0.204
O 2.2507 1.2965 -0.1944 0.152
H 0.2936 2.1288 -0.3468 0.113
H -1.1096 1.8409 1.1642 0.057
H -1.9109 2.2438 -0.3594 0.141
H -2.6625 1.2717 0.9544 0.128
H 2.0239 -2.3265 0.7168 0.110
H 0.3577 -1.8292 1.3733 0.105
H 0.5405 -3.2416 0.1949 0.102
H -1.6217 -1.3316 -0.9584 0.085
H 1.3958 -1.1796 -1.2969 0.129
H 2.6458 2.2449 -0.4314 0.234
```

Properties
net charge	+1
E_LUMO	-0.1911	hartree
HOMO	-13.1346	eV

=====

entry b comes first in stability; the runner-up is 227.1 kJ/mol higher.

=====

Entry a
ORCA calculation (ωB97M-V/def2-TZVPD) on the molecule C4H13FSi2.

Geometry as XYZ:
```
20
Properties=species:S:1:pos:R:3:lowdin_charge:R:1
C 1.7219 2.0315 0.5130 -0.170
Si 0.8298 0.1123 0.8431 0.617
C 1.9212 -0.9981 -0.2867 -0.250
Si -1.3608 0.2182 0.3819 0.371
C -2.5977 -0.9339 1.2421 -0.207
C -1.6413 0.0846 -1.5071 -0.202
F -1.9434 1.7468 0.6836 -0.218
H 1.7048 2.7173 1.3082 -0.014
H 2.6586 1.9584 0.0703 -0.022
H 1.0010 2.3263 -0.2419 -0.013
H 1.2934 -0.2442 2.1411 -0.080
H 1.7638 -2.0231 -0.2916 -0.005
H 1.9067 -0.4774 -1.2100 0.005
H 2.9263 -0.9027 0.0312 0.010
H -2.5951 -2.0292 1.2768 0.030
H -2.9016 -0.5261 2.1721 -0.006
H -3.6243 -0.6698 0.7546 0.066
H -0.7742 -0.4400 -1.9998 0.028
H -2.5230 -0.3758 -1.8388 -0.011
H -1.6962 1.1790 -1.9254 0.071
```

Properties
SMILES	C[SiH](C)[Si](C)(C)F
E_LUMO	0.0274	hartree
HOMO	-9.8365	eV

=====

Entry b
ORCA calculation (ωB97M-V/def2-TZVPD) on a cluster of 2 separate species, C4H13FSi2 in total.

Geometry as XYZ:
```
20
Properties=species:S:1:pos:R:3:lowdin_charge:R:1
C 0.7243 -0.5129 2.2042 -0.226
C -2.0307 -1.6370 1.2082 -0.197
C 1.0270 2.2721 -1.5294 -0.352
C 0.9541 -0.4272 -2.6740 -0.352
F -1.2127 1.0083 0.7747 -0.209
Si -1.1088 -0.1403 1.9102 0.486
Si 1.7558 0.5231 -1.1990 0.752
H 1.0478 -1.4018 1.6723 0.017
H 1.3459 0.3105 1.8599 -0.016
H 0.9356 -0.6678 3.2591 0.019
H -1.6349 -1.9069 0.2331 0.022
H -1.9404 -2.5059 1.8526 0.022
H -3.0899 -1.4284 1.0850 0.021
H 0.0126 2.2350 -1.9278 0.013
H 0.9944 2.8613 -0.6148 -0.004
H 1.6406 2.8221 -2.2450 0.011
H -0.1249 -0.5161 -2.5300 0.012
H 1.1140 0.0897 -3.6211 0.012
H 1.3550 -1.4345 -2.7820 -0.009
H -1.7647 0.4568 3.0639 -0.021
```

Properties
E_LUMO	-0.0042	hartree
HOMO	-7.9310	eV

=====

entry a comes first in stability; the runner-up is 40.6 kJ/mol higher.